# 1
24
Properties=species:S:1:pos:R:3 method="wB97M-V/def2-TZVPD" gap_ha="0.2269 / 0.2407" total_charge=+1 e_lumo_ha="-0.219 / -0.213"
C 0.47 -0.59 -3.35
C -0.86 -1.01 -3.26
C 1.05 -0.25 -2.19
C 0.11 1.00 1.24
C -1.60 -1.15 -2.12
C 0.79 0.44 0.13
C 0.32 -0.17 -1.03
C 1.13 1.42 2.08
C -1.33 -1.21 0.19
C -2.05 -1.87 1.02
C 1.15 2.23 3.27
N 2.40 1.07 1.47
N 2.17 0.57 0.33
N -0.89 -0.80 -0.95
H 1.08 -0.68 -4.21
H -1.51 -1.24 -4.12
H 2.06 0.15 -1.91
H -0.89 0.95 1.36
H -2.52 -1.61 -1.87
H -2.77 -1.55 1.79
H -1.77 -2.91 1.27
H 1.19 1.55 4.09
H 2.02 2.86 3.31
H 0.26 2.82 3.45

***

# 2
17
Properties=species:S:1:pos:R:3 method="wB97M-V/def2-TZVPD" gap_ha=0.2814 total_charge=0 e_lumo_ha=0.033
C 2.40 0.41 -0.11
O 1.08 0.33 -0.61
C 0.31 -0.62 0.04
C -0.32 -0.30 1.38
C -1.13 -0.31 0.13
C -1.81 0.74 -0.54
O -1.63 0.94 -1.88
H 2.92 -0.55 -0.23
H 2.39 0.68 0.96
H 2.92 1.18 -0.67
H 0.61 -1.66 -0.13
H -0.46 -1.12 2.08
H -0.15 0.69 1.80
H -1.66 -1.88 0.18
H -2.16 -0.74 -0.28
H -2.64 1.27 -0.08
H -0.68 0.94 -2.04

***

# 3
13
Properties=species:S:1:pos:R:3 method="wB97M-V/def2-TZVPD" smiles="CC1=N[C@@H](O)N=C1" gap_ha=0.3892 total_charge=0 e_lumo_ha=0.005
C -1.97 0.37 -0.42
C -0.52 0.15 -0.15
C 0.58 1.06 -0.57
N 1.73 0.56 -0.28
C 1.39 -0.56 0.58
O 2.22 -1.67 0.48
N -0.03 -0.86 0.47
H -2.46 0.75 0.48
H -2.46 -0.57 -0.69
H -2.12 1.10 -1.22
H 0.44 2.06 -0.98
H 1.48 -0.08 1.58
H 1.68 -2.42 0.79

***

Calculated values (eV) of energy for the records, taken in order: -16026.8711 -9434.9401 -9272.0389.
Calculated values (kcal per mole) of ΔE to the lowest compared entry with this formula, charge and spin for the records, taken in order: 55.0 186.9 33.7.